Record 1
{"formula": "C24H42N6O6", "method": "wB97M-V/def2-TZVPD", "elements": ["C", "C", "O", "C", "C", "O", "N", "C", "C", "N", "C", "O", "O", "C", "C", "C", "C", "C", "C", "N", "C", "C", "C", "C", "C", "C", "N", "C", "O", "O", "C", "C", "C", "C", "N", "N", "H", "H", "H", "H", "H", "H", "H", "H", "H", "H", "H", "H", "H", "H", "H", "H", "H", "H", "H", "H", "H", "H", "H", "H", "H", "H", "H", "H", "H", "H", "H", "H", "H", "H", "H", "H", "H", "H", "H", "H", "H", "H"], "coordinates": [[-3.669, -4.322, 1.932], [-4.168, -2.995, 1.356], [-5.061, -3.184, 0.300], [-2.956, -2.109, 0.951], [-2.216, -2.672, -0.276], [-2.715, -3.553, -0.965], [-1.050, -2.094, -0.594], [-0.333, -2.555, -1.770], [0.933, -3.286, -1.328], [1.731, -2.420, -0.491], [3.020, -2.160, -0.836], [3.518, -2.596, -1.849], [3.639, -1.404, 0.084], [5.035, -1.056, -0.097], [5.898, -2.315, -0.173], [5.201, -0.194, -1.348], [5.388, -0.254, 1.156], [1.034, -1.871, 0.647], [-0.258, -1.171, 0.191], [-3.384, -0.776, 0.627], [-4.190, -0.385, -0.385], [-4.263, 0.987, -0.255], [-4.940, 1.980, -1.133], [-3.957, 2.501, -2.193], [-2.850, 3.323, -1.537], [-1.554, 3.372, -2.352], [-0.462, 3.877, -1.545], [0.136, 3.048, -0.646], [0.155, 1.843, -0.746], [0.728, 3.777, 0.313], [1.325, 3.138, 1.465], [1.841, 4.302, 2.311], [2.483, 2.233, 1.049], [0.258, 2.354, 2.230], [-3.502, 1.332, 0.807], [-2.983, 0.282, 1.324], [-4.523, -4.934, 2.209], [-3.088, -4.858, 1.184], [-3.055, -4.154, 2.813], [-4.732, -2.451, 2.125], [-4.559, -3.628, -0.407], [-2.291, -2.032, 1.816], [-0.985, -3.221, -2.336], [-0.069, -1.685, -2.378], [1.538, -3.574, -2.189], [0.655, -4.185, -0.762], [6.946, -2.034, -0.223], [5.645, -2.894, -1.056], [5.738, -2.931, 0.710], [4.532, 0.663, -1.301], [6.226, 0.159, -1.416], [4.967, -0.775, -2.236], [6.442, 0.006, 1.141], [5.182, -0.844, 2.045], [4.799, 0.656, 1.196], [1.682, -1.160, 1.155], [0.781, -2.687, 1.338], [-0.805, -0.805, 1.057], [-0.009, -0.309, -0.436], [-4.641, -1.075, -1.064], [-5.792, 1.504, -1.620], [-5.296, 2.814, -0.527], [-3.519, 1.645, -2.713], [-4.495, 3.100, -2.929], [-3.205, 4.338, -1.345], [-2.612, 2.868, -0.572], [-1.273, 2.362, -2.661], [-1.656, 4.001, -3.238], [-0.517, 4.844, -1.262], [1.019, 4.962, 2.576], [2.576, 4.874, 1.752], [2.300, 3.925, 3.220], [2.125, 1.417, 0.428], [2.952, 1.823, 1.940], [3.220, 2.806, 0.489], [-0.551, 3.015, 2.530], [-0.159, 1.569, 1.606], [0.695, 1.906, 3.117]], "forces_ev_per_a": [[-0.2, 0.3, -0.1], [0.6, -0.1, 0.4], [-0.3, -0.1, -0.5], [-0.3, -0.5, 0.2], [0.1, 0.3, 0.3], [-0.3, -0.3, -0.1], [0.1, -0.1, -0.2], [0.1, -0.4, -0.2], [0.0, 0.0, -0.4], [-0.1, 0.0, 0.1], [-0.2, -0.2, 0.1], [0.3, 0.0, -0.3], [-0.1, 0.1, 0.1], [0.7, 0.1, -0.1], [-0.3, 0.1, -0.1], [-0.2, -0.2, 0.1], [-0.3, -0.2, -0.3], [-0.1, 0.3, 0.2], [0.4, 0.1, 0.4], [-0.4, 0.5, -0.5], [0.0, 0.6, 0.1], [-0.2, -0.7, -0.3], [0.2, -0.1, -0.2], [-0.1, 0.2, 0.2], [0.2, -0.2, -0.3], [-0.2, -0.1, 0.1], [0.1, 0.4, 0.0], [0.0, 0.4, -0.3], [-0.1, -0.3, 0.1], [0.1, 0.2, 0.0], [0.2, -0.3, 0.5], [-0.2, -0.2, -0.4], [-0.3, 0.2, -0.1], [0.1, 0.2, -0.3], [-0.2, 0.5, 0.1], [0.7, -0.4, 0.9], [0.0, 0.0, 0.0], [0.1, -0.1, 0.0], [0.1, 0.0, 0.1], [0.2, 0.0, -0.1], [0.0, 0.1, 0.2], [-0.1, 0.1, -0.1], [0.1, 0.1, 0.0], [0.0, 0.0, 0.0], [-0.1, 0.0, 0.1], [0.0, 0.0, -0.1], [0.1, 0.1, 0.0], [0.1, 0.0, 0.0], [0.0, -0.1, 0.1], [0.0, 0.1, 0.0], [0.1, 0.1, 0.0], [0.0, 0.0, -0.1], [0.1, 0.0, 0.0], [0.0, -0.1, 0.1], [0.0, 0.1, 0.0], [-0.1, -0.1, 0.0], [0.0, 0.1, 0.0], [0.0, 0.0, -0.1], [-0.1, -0.1, 0.1], [-0.1, -0.2, -0.1], [-0.1, 0.1, 0.1], [-0.1, 0.0, 0.0], [0.0, 0.0, -0.1], [0.0, 0.0, -0.1], [0.0, 0.1, 0.1], [0.1, 0.2, -0.1], [-0.1, 0.1, -0.1], [0.0, -0.1, 0.0], [0.0, -0.1, 0.0], [-0.1, 0.1, 0.1], [0.1, 0.1, 0.0], [0.1, -0.1, 0.1], [0.1, -0.1, 0.0], [0.1, 0.0, 0.1], [0.1, 0.0, 0.0], [-0.1, 0.1, 0.1], [0.0, -0.1, 0.0], [0.1, 0.0, 0.1]], "total_energy_ev": -46797.5509, "molar_mass_g_mol": 510.6, "charge": 0, "smiles": "C[C@H](O)[C@@H](C(=O)N1CCN(C(=O)OC(C)(C)C)CC1)n1cc(CCCCNC(=O)OC(C)(C)C)nn1"}


Record 2
{"formula": "C24H42N8NdO3S", "method": "wB97M-V/def2-TZVPD", "elements": ["Nd", "N", "C", "C", "N", "C", "C", "N", "C", "C", "N", "H", "H", "H", "H", "H", "H", "H", "H", "H", "H", "H", "H", "H", "H", "H", "H", "H", "H", "N", "C", "C", "C", "C", "N", "C", "N", "N", "C", "O", "O", "H", "H", "H", "H", "H", "H", "H", "H", "H", "H", "H", "H", "H", "H", "O", "S", "C", "C", "C", "C", "C", "C", "C", "C", "C", "C", "C", "C", "H", "H", "H", "H", "H", "H", "H", "H", "H", "H"], "coordinates": [[0.844, 0.981, 0.537], [0.964, 0.628, 3.019], [2.174, -0.075, 3.516], [3.020, -0.548, 2.381], [3.284, 0.388, 1.261], [3.910, -0.560, 0.220], [3.768, 0.056, -1.135], [2.309, 0.039, -1.481], [4.207, 1.477, 1.602], [3.459, 2.750, 2.108], [2.265, 3.069, 1.347], [0.849, 1.529, 3.565], [0.174, 0.108, 3.274], [1.936, -0.910, 4.165], [2.727, 0.661, 4.147], [2.485, -1.386, 1.896], [3.994, -0.995, 2.742], [3.338, -1.486, 0.175], [4.934, -0.873, 0.427], [4.350, -0.565, -1.817], [4.097, 1.042, -1.183], [2.027, -0.936, -1.624], [2.105, 0.602, -2.325], [4.777, 1.782, 0.742], [4.941, 1.097, 2.382], [4.219, 3.558, 2.124], [3.204, 2.658, 3.189], [2.581, 3.582, 0.496], [1.815, 3.827, 1.789], [-1.423, -1.684, 3.284], [-1.680, -2.189, 1.872], [-1.087, -3.590, 1.667], [-2.140, -4.588, 2.223], [-3.460, -4.487, 1.424], [-4.488, -3.865, 2.215], [-5.484, -4.557, 2.769], [-5.517, -5.880, 2.961], [-6.611, -3.832, 3.071], [-0.853, -1.237, 1.036], [0.300, -1.488, 0.619], [-1.335, -0.016, 0.962], [-1.676, -2.368, 3.995], [-2.065, -0.916, 3.386], [-2.717, -2.052, 1.470], [-0.155, -3.652, 2.229], [-0.942, -3.802, 0.582], [-2.338, -4.439, 3.294], [-1.720, -5.646, 2.214], [-3.758, -5.510, 1.193], [-3.345, -3.893, 0.442], [-4.550, -2.865, 2.283], [-4.700, -6.468, 2.789], [-6.326, -6.356, 3.280], [-6.608, -2.853, 2.972], [-7.321, -4.246, 3.640], [0.113, 2.181, -1.242], [-0.873, 2.247, -2.451], [0.015, 1.452, -3.772], [-0.512, 0.236, -4.203], [0.113, -0.416, -5.244], [1.371, -0.073, -5.724], [1.953, 1.073, -5.138], [1.214, 1.892, -4.307], [-0.887, 3.927, -3.033], [0.195, 4.807, -2.701], [0.158, 6.074, -3.206], [-1.007, 6.539, -3.847], [-2.047, 5.685, -4.114], [-2.031, 4.391, -3.662], [-1.415, -0.109, -3.812], [-0.440, -1.254, -5.635], [1.847, -0.566, -6.540], [2.933, 1.398, -5.399], [1.550, 2.844, -3.980], [0.973, 4.477, -1.964], [0.898, 6.830, -2.896], [-1.075, 7.551, -4.198], [-2.922, 6.097, -4.608], [-2.880, 3.696, -3.734]], "forces_ev_per_a": [[-0.2, -0.6, -0.9], [1.0, 2.2, 0.9], [0.8, 1.7, 0.9], [0.7, -1.5, -0.2], [0.4, -1.9, -0.6], [-0.5, 1.1, 0.1], [-1.1, -1.9, -0.6], [0.2, 0.4, 0.2], [-0.2, 0.2, 1.5], [1.8, -0.5, 1.8], [0.7, 0.2, -2.1], [0.2, -1.3, -0.8], [-1.7, -1.2, 0.4], [-0.2, -0.1, 0.0], [-0.2, -0.7, -0.4], [0.1, 0.2, 0.4], [-0.9, 0.5, -0.1], [-0.2, 0.0, 0.3], [0.1, 0.4, 0.4], [0.0, 0.2, -0.3], [0.7, 1.7, -0.1], [0.0, 0.4, -0.3], [0.2, -0.7, 0.4], [0.2, -0.1, -0.5], [-0.7, 0.7, -0.8], [-0.5, -0.2, -0.3], [-0.1, -0.2, -0.8], [-0.2, -0.8, 0.3], [-1.0, 0.9, 1.1], [-0.7, -0.4, -1.3], [1.4, 0.0, -0.3], [-1.8, -0.4, 0.5], [1.3, -1.3, -0.4], [1.3, 0.1, -0.7], [-0.8, -1.0, 0.3], [-2.3, 1.1, 0.2], [1.8, 0.6, -0.7], [1.5, -2.1, 0.0], [-0.5, 2.8, 0.6], [0.1, 0.0, -0.1], [1.0, -1.3, -0.2], [0.1, 0.0, -0.3], [-0.1, 0.4, 0.4], [0.6, -0.3, 0.7], [0.1, -0.1, -0.3], [0.1, 0.2, 0.9], [0.0, 0.3, -0.2], [-0.5, 1.2, -0.3], [-0.3, 0.3, -0.4], [-0.1, -1.1, 1.5], [0.0, 0.1, -0.1], [-0.5, 0.5, 0.1], [-0.8, -0.2, 0.2], [-0.1, 1.0, -0.2], [-0.3, 0.0, 0.3], [-0.4, 0.4, -0.4], [0.3, 0.2, -0.4], [-0.4, -0.9, 0.0], [1.1, 1.5, -0.3], [-0.1, -1.1, -0.4], [-0.5, 1.5, 1.4], [-0.6, -0.2, -0.7], [-0.1, -0.3, 0.8], [1.2, 1.0, 1.3], [-0.2, -1.9, 0.4], [-0.5, 1.8, 0.8], [1.1, -0.6, -0.4], [-0.9, 0.9, -0.2], [0.0, -1.8, 0.3], [-1.4, -0.6, 0.5], [0.2, -0.3, -0.3], [0.2, -0.5, -0.2], [0.5, 0.1, -0.4], [0.7, 0.7, 0.1], [-0.7, 0.3, -1.1], [-0.2, -0.6, -0.4], [0.1, 0.3, 0.0], [0.0, -0.2, 0.0], [0.3, 0.5, -0.3]], "s2": 3.75, "total_energy_ev": -69726.3752, "multiplicity": 4, "molar_mass_g_mol": 667.0, "charge": 3}


Record 3
{"formula": "C24H42NOP3Re", "method": "wB97M-V/def2-TZVPD", "elements": ["Re", "P", "P", "P", "H", "C", "C", "H", "C", "C", "C", "C", "C", "C", "C", "C", "C", "H", "H", "H", "H", "H", "H", "H", "H", "H", "H", "H", "H", "H", "H", "H", "H", "H", "H", "H", "H", "H", "H", "H", "H", "H", "H", "H", "H", "H", "C", "C", "C", "C", "C", "C", "O", "H", "H", "H", "H", "H", "H", "N", "C", "C", "C", "C", "C", "C", "C", "H", "H", "H", "H", "H"], "coordinates": [[1.210, -0.508, -0.327], [-1.291, -1.107, -0.198], [1.418, -2.160, 1.377], [-0.175, 1.700, -1.618], [3.025, -2.602, -0.436], [2.882, -1.590, -0.838], [3.275, -0.427, -0.071], [3.087, -0.282, 1.006], [-1.754, -2.146, -1.627], [-2.023, -2.072, 1.200], [-2.679, 0.110, -0.199], [3.065, -2.687, 2.050], [0.632, -1.902, 3.023], [0.831, -3.799, 0.726], [0.881, 2.993, -2.395], [-1.297, 2.901, -0.764], [-1.076, 1.110, -3.120], [3.157, -1.602, -1.903], [3.975, 0.264, -0.571], [-2.646, -2.731, -1.389], [-0.941, -2.825, -1.886], [-1.967, -1.526, -2.498], [-3.091, -2.233, 1.006], [-1.941, -1.515, 2.140], [-1.560, -3.049, 1.344], [-2.765, 0.628, -1.154], [-2.540, 0.840, 0.605], [-3.624, -0.416, -0.009], [2.926, -3.593, 2.650], [3.467, -1.897, 2.696], [3.831, -2.922, 1.307], [-0.060, -2.712, 3.265], [0.096, -0.952, 3.071], [1.415, -1.868, 3.784], [1.666, -4.508, 0.747], [0.483, -3.744, -0.311], [0.024, -4.219, 1.335], [0.318, 3.916, -2.540], [1.259, 2.664, -3.364], [1.720, 3.182, -1.720], [-1.111, 3.912, -1.146], [-1.082, 2.889, 0.311], [-2.356, 2.670, -0.917], [-0.853, 1.804, -3.939], [-2.163, 1.067, -2.993], [-0.702, 0.117, -3.393], [2.750, 0.538, -3.170], [2.276, -0.337, -4.195], [2.967, -0.352, -5.397], [4.117, 0.424, -5.602], [4.608, 1.225, -4.572], [3.958, 1.297, -3.358], [2.064, 0.738, -2.079], [0.889, -1.100, -1.906], [1.372, -0.924, -3.976], [2.542, -0.940, -6.208], [4.709, 0.410, -6.525], [5.542, 1.785, -4.665], [4.294, 1.891, -2.497], [0.781, 0.783, 1.183], [0.184, 1.393, 1.997], [-0.378, 2.167, 3.030], [0.304, 3.289, 3.568], [-0.291, 4.028, 4.589], [-1.548, 3.651, 5.080], [-2.238, 2.552, 4.567], [-1.648, 1.808, 3.554], [1.287, 3.574, 3.180], [0.225, 4.896, 5.002], [-2.004, 4.225, 5.874], [-3.216, 2.283, 4.962], [-2.173, 0.941, 3.165]], "forces_ev_per_a": [[-4.1, 4.2, -4.9], [-2.4, -1.2, -0.1], [-0.3, -3.5, 2.4], [-1.1, 1.3, -1.6], [-0.4, 0.4, -0.1], [2.0, -0.8, -0.2], [3.4, -0.8, -0.7], [0.7, -0.1, -0.2], [0.5, -0.1, -0.2], [0.8, -0.2, 0.6], [0.6, 0.7, 0.0], [0.6, 0.8, -0.4], [-0.4, 0.6, -0.2], [-0.1, 0.1, -0.3], [1.1, -0.5, 0.4], [-0.2, -0.6, 0.8], [0.1, -0.5, 0.2], [0.0, 0.2, 0.5], [-0.8, 0.1, 0.6], [0.1, 0.1, 0.1], [-0.1, -0.1, 0.0], [0.0, 0.0, 0.1], [0.3, 0.1, -0.3], [0.0, -0.1, -0.2], [-0.1, 0.2, -0.1], [0.0, -0.1, 0.2], [-0.1, 0.0, -0.1], [0.4, -0.1, -0.1], [-0.4, 0.2, 0.0], [-0.1, -0.2, 0.0], [-0.2, 0.0, 0.0], [0.2, 0.1, -0.1], [0.0, -0.2, 0.1], [0.0, -0.1, -0.1], [-0.1, 0.2, 0.0], [0.0, 0.0, 0.2], [0.3, 0.1, 0.0], [-0.2, -0.2, 0.1], [0.0, 0.0, 0.2], [0.0, 0.3, -0.2], [0.1, -0.4, 0.1], [-0.2, 0.2, -0.1], [0.3, 0.0, 0.1], [0.0, -0.1, 0.2], [0.3, 0.0, 0.0], [-0.2, 0.2, -0.1], [-0.3, -0.2, 0.3], [0.6, 0.1, -0.6], [-1.9, -0.8, 0.4], [0.8, 0.2, -0.4], [0.6, 0.9, 1.8], [0.1, 0.0, -0.2], [0.7, -0.6, 0.9], [-0.5, -0.4, 1.3], [0.5, 0.2, -0.5], [0.3, 0.0, 0.0], [-0.6, -0.2, 0.1], [-0.3, -0.2, -0.3], [0.0, -0.1, -0.6], [-1.4, 1.2, 1.8], [1.3, 0.0, -0.2], [-0.5, 0.0, 0.3], [0.2, 0.4, 0.0], [0.2, -0.4, -0.4], [0.2, 0.2, 0.0], [0.4, -0.3, -0.4], [-0.3, 0.0, 0.1], [-0.4, -0.1, 0.2], [-0.1, -0.3, -0.1], [0.0, 0.1, 0.1], [0.3, 0.0, -0.1], [0.0, 0.0, 0.0]], "s2": 3.85, "total_energy_ev": -59057.5402, "multiplicity": 4, "molar_mass_g_mol": 639.7, "charge": 4}